156
Properties=species:S:1:pos:R:3:forces:R:3 method="wB97M-V/def2-TZVPD" gap_ev=7.80 e_tot_ev=-175286.817 multiplicity=1 charge=+1
C 3.2842 -1.3175 3.2389 -4.9 -2.8 -3.8
C 2.3936 -1.7944 2.3976 4.2 2.8 3.3
C 1.3463 -2.2445 1.3011 1.0 -1.3 2.6
C 1.5252 -1.8487 -0.2286 -4.7 -1.7 0.4
C 1.0549 -3.1908 -1.0668 -0.5 0.0 0.2
C 0.5418 -2.9365 -2.5574 0.6 -0.8 -1.3
C 1.0866 -4.1895 -3.4676 0.4 1.1 0.7
O 0.5350 -4.1514 -4.8139 2.0 -0.7 0.8
C 1.6086 -4.5759 -5.7204 0.8 0.2 -0.7
C 0.2284 -0.8553 -0.4900 -0.5 1.2 1.3
N 0.3792 0.0891 -1.6055 0.0 1.2 -0.5
C -0.8052 0.9070 -1.8937 -2.4 -0.7 1.8
O -1.0742 1.1049 -3.3398 -1.4 2.7 0.3
C -1.9558 2.2139 -3.5250 -0.2 1.3 -0.3
F -2.4676 2.3028 -4.8758 1.6 -0.8 4.4
F -1.3179 3.4926 -3.2774 -1.7 -3.6 -0.6
F -3.0576 2.1411 -2.5847 2.6 0.2 -2.7
C 1.7009 0.6705 -1.8478 0.7 -1.3 -1.7
Br 1.6856 2.6336 -2.3426 0.0 -1.3 0.8
C 2.8957 0.2419 -0.7962 -0.3 3.0 -0.1
C 4.2280 0.8797 -1.4164 2.3 0.2 -1.1
C 4.7636 2.2669 -0.8140 1.7 4.8 1.3
C 5.2456 2.5390 0.6681 0.1 1.8 -1.8
C 5.8100 3.9395 1.1771 -1.0 0.3 -3.8
C 5.9304 5.1757 0.1917 -1.6 -4.3 -1.7
C 5.5079 4.9252 -1.3066 -0.4 -2.6 2.1
C 4.9520 3.5369 -1.7775 0.7 0.2 2.7
N 2.7686 0.6982 0.5844 -3.6 2.9 0.6
C 1.9603 1.6499 0.8682 -1.5 3.7 -1.3
O 1.2398 2.6844 1.0090 4.7 -7.2 -0.2
N 2.8172 -1.2990 -0.7684 0.3 -0.3 -1.7
C 4.0721 -2.0243 -0.4483 3.4 -3.1 3.4
F 4.9100 -1.3729 0.5518 -2.6 -1.1 -3.5
F 3.8949 -3.3365 0.1799 -0.6 3.7 -1.5
C 4.9598 -2.5128 -1.7413 1.3 -1.7 -1.3
F 4.5567 -3.8630 -2.1259 0.6 3.9 1.0
F 4.8927 -1.7324 -2.9110 -0.4 -1.3 2.7
C 6.5507 -2.6743 -1.3644 2.2 -1.6 -0.6
F 7.1196 -3.4149 -2.4793 -1.5 2.5 3.2
F 7.2318 -1.4291 -1.2547 -2.1 -3.6 -0.1
F 6.7562 -3.5180 -0.2154 -0.7 3.0 -3.2
H 3.9846 -1.0335 4.1153 -1.2 -0.7 -1.9
H 0.2954 -1.9527 1.7209 1.9 -0.2 -1.2
H 1.3320 -3.4132 1.3667 0.2 2.1 -0.2
H 1.8346 -4.0276 -1.0681 -0.8 1.3 0.2
H 0.1484 -3.5946 -0.4519 1.7 0.8 -1.1
H -0.6044 -2.9140 -2.6118 1.8 0.1 0.2
H 0.9663 -1.9845 -3.0798 -0.8 -1.4 1.0
H 2.2457 -4.0537 -3.5341 -1.9 -0.3 0.2
H 0.8827 -5.1786 -2.9111 0.1 1.3 -1.0
H 1.2005 -4.7668 -6.7811 0.4 0.3 1.9
H 2.4222 -3.7407 -5.7988 -1.4 -1.3 0.2
H 2.1582 -5.5165 -5.3434 -1.1 1.3 -0.5
H -0.7491 -1.4739 -0.6494 2.1 0.7 0.1
H -0.0048 -0.2302 0.4727 0.7 -1.3 -1.3
H -0.8985 1.8981 -1.2898 0.7 -1.4 -1.4
H -1.7261 0.2814 -1.5324 1.8 1.0 -0.5
H 2.0678 0.2244 -2.8709 -0.3 0.8 1.7
H 4.0651 1.0222 -2.5646 0.2 -0.1 2.1
H 5.1895 0.2173 -1.3752 -2.0 0.7 0.2
H 5.1803 1.6623 1.4245 0.2 1.8 -1.4
H 6.1217 4.1125 2.2698 -0.6 -0.6 -1.9
H 6.3001 6.2193 0.4870 -0.6 -1.9 -0.3
H 5.5812 5.7802 -2.0925 -0.2 -1.7 1.7
H 4.6643 3.4323 -2.8939 0.5 0.2 2.1
H 2.7061 -1.4988 -1.8047 0.0 0.1 0.8
C -3.4752 -6.0717 -2.3709 -0.1 -0.1 0.0
C -2.9785 -4.6426 -2.4462 0.0 -0.4 -0.2
O -2.1203 -4.3657 -1.3446 0.5 0.5 0.3
H -4.0149 -6.2421 -1.4354 0.0 0.1 -0.1
H -4.1398 -6.2980 -3.2081 0.1 0.0 0.1
H -2.6363 -6.7742 -2.3872 0.0 0.0 -0.1
H -3.8170 -3.9432 -2.4075 0.2 0.0 0.1
H -2.4259 -4.4682 -3.3754 -0.1 0.0 -0.1
H -1.3768 -4.9843 -1.3915 -0.4 -0.1 0.1
C -5.9192 -5.0844 1.0306 0.2 0.2 0.0
C -7.0932 -5.3966 0.1250 0.0 -0.2 0.4
O -6.9738 -6.7163 -0.3937 0.1 -0.3 -0.2
H -4.9762 -5.1776 0.4835 -0.1 0.0 0.0
H -5.9954 -4.0710 1.4325 0.0 -0.1 0.1
H -5.8747 -5.7915 1.8648 -0.1 0.1 0.0
H -7.1213 -4.7022 -0.7181 0.0 -0.2 0.0
H -8.0389 -5.3173 0.6691 0.1 0.3 0.0
H -6.9587 -7.3251 0.3584 0.0 0.2 -0.3
C 6.3653 -2.8404 6.8578 0.0 -0.1 0.0
C 6.6946 -1.9835 5.6524 0.1 -0.1 0.4
O 5.5866 -1.1508 5.3256 -0.3 0.4 -0.1
H 5.4880 -3.4620 6.6589 0.1 0.0 -0.1
H 7.2058 -3.4887 7.1168 -0.1 0.1 0.0
H 6.1235 -2.2153 7.7227 0.1 0.0 0.0
H 6.9140 -2.6110 4.7856 -0.1 0.2 0.0
H 7.5644 -1.3495 5.8486 0.1 -0.1 0.0
H 5.4042 -0.5919 6.0950 0.1 -0.2 -0.2
C -6.6135 -0.4634 -3.4721 -0.1 -0.2 0.0
C -7.0981 0.9728 -3.4667 0.4 -0.1 -0.1
O -6.2811 1.7619 -2.6114 0.1 0.1 0.1
H -6.6350 -0.8796 -2.4609 -0.1 0.1 -0.1
H -7.2363 -1.0832 -4.1221 0.1 0.0 0.0
H -5.5770 -0.5209 -3.8187 -0.1 0.0 -0.1
H -8.1255 1.0282 -3.0996 0.2 0.1 0.1
H -7.0678 1.3997 -4.4740 -0.2 -0.1 -0.1
H -5.3741 1.7145 -2.9487 -0.3 0.1 0.1
C 6.4198 9.7870 0.0255 0.2 0.1 0.0
C 5.7006 9.5480 -1.2865 0.0 0.1 0.5
O 4.9996 8.3093 -1.2439 -0.2 -0.4 -0.1
H 7.1250 8.9756 0.2302 0.0 0.0 -0.1
H 6.9671 10.7340 0.0040 -0.2 -0.3 0.1
H 5.7093 9.8096 0.8579 0.0 0.1 -0.1
H 6.4152 9.5044 -2.1117 -0.2 -0.2 0.0
H 4.9846 10.3498 -1.4917 0.1 0.1 -0.1
H 4.3629 8.3593 -0.5167 0.2 0.0 -0.2
C -3.4772 -8.3836 1.9389 -0.2 -0.1 0.0
C -2.0530 -8.1605 1.4727 -0.2 0.1 0.3
O -1.8862 -6.8149 1.0418 0.2 0.3 -0.1
H -4.1836 -8.1678 1.1321 0.1 -0.1 0.0
H -3.6230 -9.4150 2.2693 0.0 0.1 0.0
H -3.7230 -7.7109 2.7663 0.1 -0.1 0.0
H -1.8179 -8.8179 0.6325 0.0 0.2 0.0
H -1.3407 -8.3625 2.2787 0.0 -0.2 0.0
H -2.0880 -6.2405 1.7941 0.0 -0.2 -0.3
C -7.4396 -1.9745 4.3188 0.1 0.1 0.0
C -8.6127 -2.2903 3.4127 0.1 -0.1 0.4
O -8.4911 -3.6108 2.8967 0.0 -0.3 -0.2
H -6.4965 -2.0674 3.7725 -0.1 0.1 0.0
H -7.5174 -0.9606 4.7189 0.0 -0.1 0.0
H -7.3948 -2.6800 5.1541 -0.1 0.1 0.0
H -8.6409 -1.5972 2.5687 0.0 -0.2 0.0
H -9.5594 -2.2114 3.9559 0.0 0.2 0.0
H -8.4757 -4.2181 3.6501 0.0 0.2 -0.2
C 0.3910 6.0465 3.1583 0.1 0.1 0.1
C -0.8681 5.8008 2.3513 0.3 -0.2 0.1
O -0.5458 5.1573 1.1250 -0.1 -0.2 -0.2
H 1.0935 6.6665 2.5944 -0.1 0.0 0.0
H 0.1586 6.5458 4.1022 0.1 -0.1 0.0
H 0.9018 5.1033 3.3755 -0.1 0.0 0.1
H -1.3633 6.7461 2.1179 0.0 -0.2 -0.1
H -1.5712 5.1705 2.9050 -0.1 0.2 0.1
H -0.1160 4.3175 1.3401 -0.1 0.3 -0.1
C 9.7651 13.1956 -1.2146 0.1 0.0 -0.1
C 8.2565 13.3314 -1.1677 0.3 0.1 0.2
O 7.7315 12.5902 -0.0723 0.0 0.2 0.2
H 10.0532 12.1453 -1.3133 -0.1 0.1 -0.1
H 10.1816 13.7562 -2.0551 0.0 0.0 0.1
H 10.2159 13.5640 -0.2881 0.0 0.1 -0.1
H 7.8089 12.9426 -2.0854 -0.1 0.0 0.2
H 7.9612 14.3793 -1.0567 0.0 0.0 -0.2
H 8.1258 12.9464 0.7369 -0.1 -0.1 -0.2
C -11.8256 -2.1469 1.3192 0.1 -0.1 -0.1
C -12.6736 -2.3593 2.5569 0.0 0.3 -0.2
O -12.4273 -1.3258 3.5026 0.0 0.1 0.2
H -10.7637 -2.1355 1.5790 -0.1 -0.1 0.0
H -12.0010 -2.9376 0.5854 0.0 0.1 0.0
H -12.0507 -1.1811 0.8564 -0.1 -0.1 0.0
H -12.4302 -3.3145 3.0280 0.0 0.2 0.1
H -13.7390 -2.3596 2.3063 0.0 -0.2 -0.1
H -12.6536 -0.4845 3.0812 0.1 -0.3 0.2